Formula: C17H41FN9O15PS
Source: the OMol25 dataset
Level of theory: wB97M-V/def2-TZVPD

The geometry in XYZ format:
```
85
Properties=species:S:1:pos:R:3:lowdin_charge:R:1
S 0.2588 -1.4536 2.4715 0.14
P -1.0281 -0.2778 1.5559 0.41
F -0.9743 -2.7410 -0.4258 -0.07
O 4.9002 -2.6769 2.3332 0.05
O 1.7480 4.0916 5.5405 0.05
O 5.5585 3.0279 1.2848 0.04
O 1.9094 0.6077 0.0523 -0.05
O -6.0746 1.0273 -2.7336 0.04
O -7.8561 0.2126 -3.7414 0.06
O -1.5348 4.0452 -3.7845 0.03
O 2.9549 -2.9084 3.3408 -0.02
O -0.6895 1.0353 4.9704 0.04
O 1.6621 0.9631 -6.0480 0.04
O 6.5652 1.6366 2.6645 0.05
O 3.9175 4.4615 5.6390 0.05
O -2.5537 0.0069 4.4042 0.00
O -0.4613 1.3691 -5.6245 0.04
O -2.5415 5.4366 -5.1643 0.06
N -2.5347 4.5148 -4.3401 -0.41
N 0.8800 -0.0688 -2.2321 0.03
N 2.7916 4.6330 5.1574 -0.43
N 5.5653 2.1062 2.1090 -0.42
N -1.6814 0.3387 5.2153 -0.42
N 4.1700 -2.6798 3.3311 -0.41
N -3.9270 -2.1483 -0.1243 -0.05
N 0.7295 1.6945 -5.6956 -0.42
N -6.9271 0.1529 -2.9276 -0.42
C 4.8071 -2.3812 4.6421 0.04
C -6.8304 -1.0861 -2.1094 0.03
C 0.2538 -1.4587 -2.4760 -0.20
C 4.2478 1.5112 2.4612 0.05
C 1.0768 3.0928 -5.3241 0.04
C -2.2904 -1.3548 -1.9791 -0.11
C -3.8522 3.9199 -3.9878 0.04
C 0.8865 0.2197 -0.7159 -0.26
C -1.8445 -0.1469 6.6122 0.04
C 2.6771 5.5759 4.0121 0.03
C 2.5288 -3.6841 0.2887 -0.16
C -0.6793 -0.1350 -0.3315 -0.29
C -0.8164 -1.5218 -1.2456 -0.26
C -3.3997 -2.4819 -1.5080 -0.27
C 1.6003 -2.4035 -2.4748 -0.15
C 1.3538 -3.9867 -2.2106 -0.21
C 1.5933 -4.5608 -0.7166 -0.26
H -3.0534 -3.5932 -1.6464 0.12
H 0.1642 3.6189 -5.0362 0.06
H 3.6673 5.9758 3.7834 0.10
H 1.5333 3.5622 -6.1978 0.10
H 0.2190 -4.2152 -2.5006 0.12
H 1.8190 0.0535 -2.7013 0.13
H 0.5708 -4.7961 -0.1477 0.11
H -3.6962 3.1244 -3.2560 0.09
H 2.5560 -4.0952 1.3939 0.07
H -6.7030 -1.9254 -2.7960 0.10
H 4.6542 -3.2483 5.2879 0.10
H -4.8742 -2.5841 -0.0543 0.06
H 3.8111 1.1112 1.5439 0.08
H 3.6311 -3.6344 -0.1183 0.08
H -2.7944 -0.2986 -1.7514 0.12
H -1.8497 -1.2384 6.5832 0.10
H 1.9905 -4.6119 -3.0026 0.12
H 1.9975 6.3765 4.3111 0.10
H -1.2527 0.8214 -0.6876 0.13
H -5.9715 -1.0014 -1.4402 0.07
H -4.2889 3.5198 -4.9052 0.11
H -3.3339 -2.6546 0.5950 0.08
H -0.8254 1.0475 2.1539 0.00
H 2.1592 -2.5533 0.3848 0.05
H -0.1023 -1.4645 -3.5905 0.15
H -1.0092 0.2189 7.2132 0.10
H -2.7914 0.2452 6.9890 0.10
H 2.1188 -5.6276 -0.8271 0.11
H 4.3217 -1.4919 5.0495 0.10
H 2.0398 -2.3169 -3.5833 0.13
H 2.2817 5.0157 3.1623 0.10
H -2.2385 -1.4252 -3.1599 0.12
H 5.8726 -2.2009 4.4842 0.10
H -4.3259 -2.3425 -2.2485 0.10
H 4.4037 0.7157 3.1930 0.09
H -7.7567 -1.1770 -1.5383 0.11
H -4.4710 4.7151 -3.5670 0.10
H -2.4045 -0.6335 1.8615 -0.02
H 2.3867 -1.8700 -1.7942 0.11
H 3.6290 2.3064 2.8820 0.09
H 1.7761 3.0472 -4.4866 0.10
```

The HOMO-LUMO gap comes out at 7.79 eV. The spin multiplicity is 1. The HOMO energy comes out at -0.2986 Eh. The calculation puts the energy above the lowest of the compared OMol25 structures with the same formula, charge and spin at 579.7 kJ/mol.